#P
This record from the OMol25 dataset describes a 17-piece molecular cluster, H33O17 overall. The level of theory is wB97M-V/def2-TZVPD.

ORCA input file:
```
! RIJCOSX wB97M-V def2-TZVPD def2/J DEFGRID3
* xyz -1 1
O 2.25 -1.98 1.19
H 2.12 -1.20 0.91
H 2.71 -2.50 0.57
O -5.31 -1.30 -1.72
H -4.39 -1.67 -1.54
H -5.65 -1.09 -0.88
O 1.03 -4.51 -2.53
H 0.72 -3.60 -2.65
H 0.43 -5.22 -2.72
O -3.87 2.42 0.27
H -3.22 1.64 -0.05
H -3.50 2.60 1.07
O 0.20 5.56 -3.16
H -2.04 0.63 -1.52
O 1.33 1.60 -0.47
H -1.72 -2.44 5.01
H 1.38 1.42 0.46
O 3.65 -3.83 -0.15
H -1.41 -2.38 -0.91
H 2.86 -3.98 -0.79
O -2.76 4.46 -1.21
H -2.34 4.02 -2.03
H -0.63 5.08 -2.95
O -2.21 -2.12 -1.25
H 4.41 -4.48 -0.29
H -0.76 0.16 -0.92
O -2.88 0.26 -0.51
H -3.89 0.46 -0.74
H -2.61 -1.21 -0.98
O 0.74 -3.51 3.12
H 0.35 -3.00 2.43
H 0.53 3.09 -1.90
O -1.04 0.83 -1.54
H 4.26 0.64 1.20
H 2.77 4.18 -0.45
O 0.90 3.06 -2.82
H 0.46 2.34 -3.22
H 0.98 5.32 -2.76
O 3.14 -2.91 3.99
H 3.19 -2.56 3.11
H 2.40 -3.38 4.17
O -2.37 -1.76 5.11
H -1.82 -0.94 5.22
H -2.64 3.81 -0.49
O 2.97 4.61 0.38
H 0.51 -3.20 4.02
H 3.31 3.96 1.01
O 3.58 0.29 0.71
H 3.39 0.99 0.17
H 0.50 1.34 -0.95
*
```

Calculated values
lowest unoccupied orbital energy: 2.038 eV
HOMO: -6.58 eV


#Q
This record from the OMol25 dataset describes a 17-piece molecular cluster, H33O17 overall. The level of theory is wB97M-V/def2-TZVPD.

ORCA input file:
```
! RIJCOSX wB97M-V def2-TZVPD def2/J DEFGRID3
* xyz -1 1
O 3.34 1.45 0.85
H 2.63 1.08 1.41
H 2.84 2.13 0.28
O -2.59 -0.98 1.59
H -1.59 -0.99 1.15
H -2.16 -1.69 2.12
O 0.48 -3.22 -0.47
H 0.02 -2.34 -0.39
H 1.35 -3.14 -0.84
O -0.14 -4.24 2.02
H -0.14 -5.12 1.60
H -0.10 -3.51 1.37
O -5.43 -0.27 -0.50
H -4.66 0.10 -1.02
O -3.34 1.46 2.07
H 5.10 1.38 -1.73
H -2.53 1.74 1.70
O 1.03 0.19 2.97
H 0.69 -0.11 2.11
H 0.74 -0.34 3.80
O 4.83 -0.98 1.03
H 4.10 -1.62 1.10
H -4.90 -0.33 0.38
O 0.28 1.99 -1.48
H 0.16 1.02 -1.65
H -0.26 2.20 -2.25
O 1.51 -4.32 -4.41
H 0.70 -4.50 -3.96
H 2.09 -3.90 -3.78
O -0.47 -0.86 0.18
H -0.60 -0.06 -0.31
H -2.25 1.24 -0.52
O -1.56 4.88 -3.01
H -1.94 4.04 -2.70
H -0.83 5.02 -2.42
O -2.85 0.52 -0.59
H -2.82 -0.21 0.03
H -3.36 0.54 2.43
O -0.93 -3.34 4.44
H -0.59 -2.44 4.41
H -1.71 -3.34 3.88
O 5.77 0.93 -1.25
H 5.59 0.69 -0.33
H 4.54 -0.54 1.88
O -1.50 1.92 -4.26
H -1.63 1.00 -4.51
H -1.98 2.38 -4.97
O 1.59 5.24 0.68
H 2.40 4.77 0.87
H 1.03 4.51 1.00
*
```

Calculated values
lowest unoccupied orbital energy: 2.021 eV
HOMO: -6.80 eV


#R
This record from the OMol25 dataset describes a 17-piece molecular cluster, H33O17 overall. The level of theory is wB97M-V/def2-TZVPD.

ORCA input file:
```
! RIJCOSX wB97M-V def2-TZVPD def2/J DEFGRID3
* xyz -1 1
O 2.86 -3.96 -0.79
H 2.70 -4.57 -0.07
H 2.54 -3.16 -0.47
O -3.03 4.46 1.62
H -3.36 3.52 1.68
H -2.77 4.46 0.61
O -0.63 -3.94 2.24
H -0.79 -3.77 1.18
H -0.88 -3.04 2.50
O -1.00 2.43 1.85
H -1.34 1.76 1.39
H -0.57 3.04 1.23
O 2.78 -0.14 -1.79
H -0.41 0.11 1.90
O 0.71 1.96 -1.11
H 0.40 2.85 5.09
H 1.19 1.11 -1.39
O 0.94 -3.05 -2.54
H -2.38 -0.18 0.17
H 0.77 -2.25 -2.10
O -1.29 2.99 -3.33
H -1.80 3.33 -2.53
H 1.94 -0.58 -1.44
O -2.17 -1.06 -0.15
H 1.62 -3.59 -2.40
H -1.47 -1.10 -0.68
O -0.19 -2.01 -4.77
H 0.43 -1.65 -4.15
H -0.37 -2.79 -4.27
O -4.91 -0.99 1.32
H -4.54 -0.51 2.10
H 4.10 0.93 -2.68
O -0.53 0.27 0.92
H -0.12 -0.27 0.02
H 3.73 0.75 0.50
O 4.63 1.69 -2.80
H 4.98 1.89 -2.04
H 2.86 -0.53 -2.79
O -2.53 -0.05 3.51
H -1.75 -0.27 2.92
H -2.87 0.70 3.10
O -0.54 3.03 5.08
H -0.74 2.48 4.25
H -0.57 2.65 -2.99
O 3.21 0.15 1.04
H -4.17 -1.62 1.13
H 2.73 -0.15 0.33
O 0.90 -1.17 -0.45
H 0.96 -1.84 0.22
H 0.71 1.67 -0.18
*
```

Calculated values
lowest unoccupied orbital energy: 2.046 eV
HOMO: -7.48 eV


So which one wins? Going from most stable to least: #Q, #P, #R.


#P
This record from the OMol25 dataset describes a 3-piece molecular cluster, C5H12O3 overall. The level of theory is wB97M-V/def2-TZVPD.

ORCA input file:
```
! RIJCOSX wB97M-V def2-TZVPD def2/J DEFGRID3
* xyz 0 1
C 1.48 -1.77 -1.28
C 0.26 2.83 0.08
C 0.05 1.52 0.09
O -1.00 0.97 0.81
C 0.66 0.59 -0.85
C 0.51 -0.74 -0.77
H 1.18 -2.23 -2.23
H 1.67 -2.54 -0.54
H 2.42 -1.26 -1.46
H -0.30 3.50 0.72
H 0.81 3.32 -0.70
H -1.59 1.70 1.02
H 1.15 0.97 -1.75
H -0.14 -1.02 0.06
H 1.77 -1.59 2.84
H 1.30 -0.73 1.66
O 1.46 -1.64 1.93
H -2.47 -0.22 -0.51
H -2.69 -1.73 -0.46
O -3.16 -0.90 -0.53
*
```

Calculated values
lowest unoccupied orbital energy: 0.537 eV
HOMO: -8.84 eV
SMILES string: C=C(O)/C=C/C.O.O


#Q
This record from the OMol25 dataset describes a 3-piece molecular cluster, C5H12O3 overall. The level of theory is wB97M-V/def2-TZVPD.

ORCA input file:
```
! RIJCOSX wB97M-V def2-TZVPD def2/J DEFGRID3
* xyz 0 1
C -2.95 -0.67 1.24
C -1.72 -0.43 0.35
C -0.47 -0.58 0.78
O -0.20 -1.26 1.97
C 0.84 -0.35 0.17
C 1.28 -0.73 -1.01
H -3.42 0.28 1.49
H -3.63 -1.27 0.63
H -2.81 -1.28 2.14
H -1.95 -0.06 -0.64
H -0.93 -1.78 2.24
H 1.39 0.25 0.89
H 0.82 -0.99 -1.95
H 2.26 -0.38 -1.36
H -2.46 4.94 -4.15
H -1.22 4.62 -4.85
O -2.06 4.23 -4.62
H 3.99 -1.12 1.64
H 5.05 -0.51 2.46
O 4.92 -1.18 1.80
*
```

Calculated values
lowest unoccupied orbital energy: 0.793 eV
HOMO: -8.75 eV
SMILES string: C=C/C(O)=C/C.O.O


#R
This record from the OMol25 dataset describes a 2-piece molecular cluster, C5H12O3 overall. The level of theory is wB97M-V/def2-TZVPD.

ORCA input file:
```
! RIJCOSX wB97M-V def2-TZVPD def2/J DEFGRID3
* xyz 0 1
O 0.86 -3.43 0.22
C 1.37 -2.44 -0.23
C 1.16 -1.09 0.45
C 0.82 0.02 -0.58
C -0.59 -0.16 -1.17
C -1.79 0.08 -0.30
O -1.77 1.32 0.38
H 1.89 -2.44 -1.22
H 0.20 -1.30 0.94
H 1.93 -0.75 1.14
H 0.94 0.99 -0.08
H 1.51 -0.08 -1.42
H -0.63 -1.22 -1.52
H -0.63 0.36 -2.14
H -2.74 0.00 -0.83
H -1.76 -0.67 0.52
H -0.99 1.42 0.96
H 0.22 3.12 2.40
H -0.19 3.49 0.97
O 0.22 2.79 1.51
*
```

Calculated values
lowest unoccupied orbital energy: 0.511 eV
HOMO: -9.80 eV
SMILES string: O=CCCCCO.O


#S
This record from the OMol25 dataset describes a 3-piece molecular cluster, C5H12O3 overall. The level of theory is wB97M-V/def2-TZVPD.

ORCA input file:
```
! RIJCOSX wB97M-V def2-TZVPD def2/J DEFGRID3
* xyz 0 1
C 0.80 -0.07 -2.25
C 0.55 -0.26 -0.95
C -0.51 0.54 -0.33
C -0.67 0.64 1.00
O 0.32 0.09 1.77
C -1.81 1.37 1.64
H 1.49 -0.66 -2.84
H 0.29 0.67 -2.87
H 0.95 -1.11 -0.42
H -1.14 1.16 -0.97
H 0.17 0.19 2.72
H -1.71 1.40 2.73
H -2.77 0.86 1.50
H -1.79 2.37 1.23
H 2.37 0.23 0.42
H 3.49 -0.52 -0.34
O 3.29 0.29 0.15
H -2.23 -1.40 -1.59
H -1.60 -1.95 -0.33
O -2.07 -2.22 -1.12
*
```

Calculated values
lowest unoccupied orbital energy: 0.442 eV
HOMO: -8.35 eV
SMILES string: C=C/C=C(/C)O.O.O


So which one wins? Going from most stable to least: #R, #S, #P, #Q.


#P
This record from the OMol25 dataset describes a 2-piece molecular cluster, C5H12O3 overall. The level of theory is wB97M-V/def2-TZVPD.

ORCA input file:
```
! RIJCOSX wB97M-V def2-TZVPD def2/J DEFGRID3
* xyz 0 1
C 1.65 -0.01 0.99
C 2.20 0.90 -0.55
O 1.42 -1.32 0.53
O 1.61 0.25 -1.59
H 1.53 -1.26 -0.44
H 0.59 0.51 -1.52
H 2.52 0.03 1.64
H 0.79 0.38 1.54
H 1.88 1.94 -0.43
H 3.28 0.76 -0.58
C -1.44 -1.25 -0.63
C -2.25 0.62 0.89
C -1.32 0.18 -0.19
O -0.72 1.00 -0.88
H -2.01 1.63 1.22
H -3.27 0.61 0.52
H -1.50 -1.31 -1.72
H -0.53 -1.80 -0.37
H -2.26 -1.78 -0.17
H -2.19 -0.07 1.73
*
```

Calculated values
lowest unoccupied orbital energy: 0.562 eV
HOMO: -9.12 eV
SMILES string: CC(C)=O.OCCO


#Q
This record from the OMol25 dataset describes a 2-piece molecular cluster, C5H12O3 overall. The level of theory is wB97M-V/def2-TZVPD.

ORCA input file:
```
! RIJCOSX wB97M-V def2-TZVPD def2/J DEFGRID3
* xyz 0 1
O -0.94 -0.95 1.08
O -0.30 -1.64 -0.95
C -0.62 -0.69 -0.06
C 0.89 -3.59 -0.35
C -0.68 1.77 0.49
C -0.47 -3.00 -0.59
C -0.52 0.77 -0.63
H 1.24 -3.21 0.63
H 1.65 -3.35 -1.11
H 0.79 -4.69 -0.28
H -0.69 2.80 0.10
H 0.20 1.65 1.14
H -1.59 1.61 1.10
H -0.96 -3.43 -1.48
H -1.09 -3.25 0.30
H 0.49 0.94 -1.05
H -1.25 0.91 -1.45
O 1.60 5.65 1.25
H 0.64 5.52 1.41
H 1.64 6.21 0.44
*
```

Calculated values
lowest unoccupied orbital energy: 0.781 eV
HOMO: -10.36 eV
SMILES string: CCOC(=O)CC.O


So which one wins? Going from most stable to least: #Q, #P.


#P
This record from the OMol25 dataset describes C40H44BiBrN8O2PS2 as an isolated structure. The level of theory is wB97M-V/def2-TZVPD.

ORCA input file:
```
! RIJCOSX wB97M-V def2-TZVPD def2/J DEFGRID3
* xyz -1 1
Bi 0.21 0.88 0.00
Br 1.36 4.44 7.20
C 1.46 3.60 5.49
C 2.25 4.16 4.48
C 2.32 3.54 3.26
C 1.58 2.36 2.93
O 1.68 1.84 1.78
C 0.79 1.83 4.00
C 0.05 0.57 3.91
N -0.51 0.07 2.88
C -1.13 -1.17 3.03
C -2.17 -1.40 3.90
C -2.75 -2.68 4.00
C -2.29 -3.72 3.25
C -1.22 -3.53 2.34
C -0.68 -4.56 1.53
C 0.33 -4.28 0.66
C 0.80 -2.94 0.58
N 0.32 -1.96 1.30
C -0.66 -2.24 2.20
C 0.77 2.45 5.26
H 2.83 5.06 4.66
H 2.95 3.96 2.48
H 0.01 0.01 4.86
H -2.54 -0.58 4.50
H -3.58 -2.83 4.68
H -2.73 -4.71 3.34
H -1.09 -5.56 1.61
H 0.77 -5.02 0.02
H 1.57 -2.70 -0.15
H 0.20 2.00 6.06
C -0.07 4.32 0.94
C -0.82 5.65 1.17
N -2.26 5.48 1.00
C -2.50 5.00 -0.36
C -1.76 3.66 -0.61
N -1.04 3.26 0.61
C -1.99 3.11 1.72
C -2.73 4.46 1.94
H 0.47 4.02 1.83
H 0.65 4.39 0.12
H -0.49 6.43 0.47
H -0.64 6.03 2.18
H -2.16 5.77 -1.06
H -3.58 4.89 -0.50
H -1.05 3.69 -1.43
H -2.46 2.87 -0.87
H -1.44 2.81 2.61
H -2.69 2.31 1.46
H -2.56 4.83 2.96
H -3.81 4.35 1.81
S 1.04 -2.20 -2.99
P 2.76 -1.43 -2.37
S 2.80 -0.13 -0.84
C 3.89 -2.81 -1.93
C 4.54 -2.87 -0.70
C 5.38 -3.95 -0.42
C 5.58 -4.95 -1.35
C 4.93 -4.88 -2.58
C 4.09 -3.82 -2.86
C 3.66 -0.66 -3.77
C 3.15 -0.68 -5.06
C 3.87 -0.10 -6.10
C 5.10 0.48 -5.86
C 5.62 0.50 -4.57
C 4.90 -0.06 -3.53
H 4.39 -2.08 0.02
H 5.88 -3.99 0.54
H 6.24 -5.78 -1.13
H 5.08 -5.66 -3.32
H 3.56 -3.78 -3.81
H 2.19 -1.13 -5.23
H 3.46 -0.11 -7.10
H 5.66 0.93 -6.68
H 6.58 0.97 -4.38
H 5.29 -0.03 -2.52
C -3.11 0.38 -1.40
N -4.17 -0.18 -2.25
C -5.14 -0.84 -1.39
N -4.55 -1.90 -0.58
C -3.48 -1.30 0.24
N -2.45 -0.65 -0.58
C -1.88 -1.66 -1.51
N -2.92 -2.26 -2.35
C -3.56 -1.19 -3.12
C -3.93 -2.87 -1.48
H -3.56 1.11 -0.73
H -2.34 0.87 -2.01
H -5.93 -1.28 -2.01
H -5.60 -0.10 -0.73
H -3.03 -2.08 0.84
H -3.92 -0.56 0.90
H -1.42 -2.45 -0.92
H -1.13 -1.19 -2.13
H -4.33 -1.62 -3.76
H -2.80 -0.71 -3.75
H -3.45 -3.65 -0.89
H -4.71 -3.32 -2.10
O -0.19 1.49 -1.78
*
```

Calculated values
lowest unoccupied orbital energy: 2.243 eV
HOMO: -5.05 eV


#Q
This record from the OMol25 dataset describes C40H44BiBrN8O2PS2 as an isolated structure. The level of theory is wB97M-V/def2-TZVPD.

ORCA input file:
```
! RIJCOSX wB97M-V def2-TZVPD def2/J DEFGRID3
* xyz -1 1
Bi -0.02 -0.02 0.06
Br 2.46 1.03 5.65
C 1.19 0.43 4.36
C 0.81 -0.91 4.35
C -0.11 -1.37 3.44
C -0.71 -0.51 2.48
O -1.55 -0.92 1.58
C -0.29 0.88 2.55
C -0.97 1.93 1.67
N -0.43 2.42 0.62
C -1.29 3.16 -0.24
C -1.12 4.49 -0.48
C -1.97 5.17 -1.39
C -2.98 4.52 -2.03
C -3.20 3.14 -1.80
C -4.25 2.39 -2.39
C -4.40 1.07 -2.07
C -3.48 0.47 -1.18
N -2.49 1.13 -0.64
C -2.34 2.45 -0.92
C 0.65 1.33 3.48
H 1.24 -1.60 5.06
H -0.40 -2.41 3.42
H -2.01 2.16 1.94
H -0.31 5.03 0.01
H -1.81 6.22 -1.57
H -3.63 5.06 -2.71
H -4.94 2.87 -3.07
H -5.20 0.48 -2.50
H -3.56 -0.58 -0.90
H 0.93 2.38 3.50
C 0.36 -2.23 -2.84
C 0.29 -2.76 -4.30
N -0.25 -1.74 -5.21
C -1.58 -1.35 -4.76
C -1.51 -0.80 -3.30
N -0.13 -0.84 -2.79
C 0.63 -0.02 -3.71
C 0.60 -0.56 -5.16
H 1.38 -2.26 -2.45
H -0.24 -2.84 -2.17
H -0.35 -3.64 -4.36
H 1.28 -3.05 -4.65
H -2.24 -2.21 -4.81
H -1.98 -0.59 -5.44
H -2.14 -1.42 -2.65
H -1.88 0.23 -3.25
H 2.82 0.76 -2.63
H 0.18 1.00 -3.70
H 1.61 -0.82 -5.50
H 0.22 0.20 -5.85
S -2.61 -4.56 0.57
P -0.62 -4.80 0.61
S 0.41 -3.09 0.42
C -0.13 -5.68 2.14
C 0.82 -5.13 3.00
C 1.19 -5.81 4.16
C 0.63 -7.04 4.46
C -0.32 -7.59 3.60
C -0.69 -6.91 2.45
C -0.08 -5.98 -0.68
C -1.00 -6.61 -1.51
C -0.57 -7.51 -2.48
C 0.79 -7.78 -2.63
C 1.71 -7.15 -1.80
C 1.28 -6.25 -0.83
H 1.25 -4.17 2.76
H 1.93 -5.37 4.82
H 0.92 -7.56 5.36
H -0.77 -8.55 3.84
H -1.44 -7.34 1.79
H -2.05 -6.39 -1.39
H -1.29 -7.99 -3.13
H 1.12 -8.47 -3.39
H 2.77 -7.34 -1.92
H 1.99 -5.75 -0.20
C 3.44 1.58 0.54
N 4.65 2.40 0.33
C 4.26 3.79 0.11
N 3.37 3.93 -1.05
C 2.19 3.10 -0.81
N 2.52 1.68 -0.61
C 3.26 1.22 -1.75
N 4.45 2.02 -2.04
C 5.33 1.92 -0.87
C 4.06 3.41 -2.23
H 2.92 1.93 1.44
H 3.69 0.53 0.69
H 5.15 4.40 -0.04
H 3.74 4.16 1.00
H 1.50 3.19 -1.66
H 1.68 3.48 0.08
H 1.55 0.47 -3.44
H 3.60 0.19 -1.51
H 6.24 2.51 -1.04
H 5.63 0.89 -0.73
H 3.40 3.49 -3.10
H 4.95 4.01 -2.43
O 1.76 -0.80 0.18
*
```

Calculated values
lowest unoccupied orbital energy: 1.595 eV
HOMO: -4.02 eV


So which one wins? Going from most stable to least: #P, #Q.


#P
This record from the OMol25 dataset describes a 2-piece molecular cluster, CH5BS2 overall. The level of theory is wB97M-V/def2-TZVPD.

ORCA input file:
```
! RIJCOSX wB97M-V def2-TZVPD def2/J DEFGRID3
* xyz 0 1
B -1.29 0.61 0.00
C -0.11 1.62 0.10
S 1.07 -2.98 0.72
S -2.40 -0.56 0.23
H 0.37 2.03 -0.86
H 0.72 1.15 0.78
H -0.33 2.46 0.71
H -0.22 -2.43 0.39
H 0.96 -4.30 0.21
*
```

Calculated values
lowest unoccupied orbital energy: 0.274 eV
HOMO: -9.58 eV
SMILES string: CB=S.S


#Q
This record from the OMol25 dataset describes a 2-piece molecular cluster, CH5BS2 overall. The level of theory is wB97M-V/def2-TZVPD.

ORCA input file:
```
! RIJCOSX wB97M-V def2-TZVPD def2/J DEFGRID3
* xyz 0 1
B -0.32 -0.48 0.08
C -1.24 0.77 0.04
S 2.50 0.43 0.51
S -0.18 -2.19 -0.09
H -0.85 1.56 -0.46
H -1.61 1.09 1.10
H -2.18 0.73 -0.49
H 2.81 0.65 -0.89
H 1.07 -2.56 0.19
*
```

Calculated values
lowest unoccupied orbital energy: -0.728 eV
HOMO: -7.99 eV


#R
This record from the OMol25 dataset describes a single CH5BS2 molecule. The level of theory is wB97M-V/def2-TZVPD.

ORCA input file:
```
! RIJCOSX wB97M-V def2-TZVPD def2/J DEFGRID3
* xyz 0 1
B 0.17 -0.17 -0.03
C 0.02 1.32 -0.03
S -1.48 -1.13 0.06
S 1.71 -1.05 -0.02
H -0.59 1.78 -0.90
H 0.97 1.90 0.02
H -0.68 1.90 0.58
H -1.23 -2.39 0.40
H 1.10 -2.17 -0.07
*
```

Calculated values
lowest unoccupied orbital energy: 0.384 eV
HOMO: -9.44 eV
SMILES string: CB(S)S


So which one wins? Going from most stable to least: #R, #P, #Q.